Formula: C40H46CdN8P2SSe2Si
Source: OMol25
Level of theory: ωB97M-V/def2-TZVPD

```
101
Properties=species:S:1:pos:R:3:mulliken_charge:R:1
Cd -2.51 -0.74 -0.39 0.524
Se 3.61 3.41 -1.16 -0.311
P 3.34 1.33 -1.01 0.833
C 4.11 0.53 -2.45 0.333
C 3.34 0.53 -3.61 -0.403
C 3.89 0.08 -4.80 -0.643
C 5.19 -0.39 -4.83 -0.468
C 5.96 -0.38 -3.68 -0.731
C 5.43 0.09 -2.49 -0.355
C 4.03 0.68 0.54 0.394
C 4.72 -0.52 0.66 -0.024
C 5.21 -0.91 1.90 -0.926
C 5.00 -0.12 3.02 -0.576
C 4.28 1.06 2.91 -0.711
C 3.81 1.47 1.67 -0.503
C 1.67 0.64 -1.03 0.403
C 0.34 1.09 -1.03 0.061
N -0.42 -0.01 -1.14 -0.076
N 0.37 -1.09 -1.14 -1.001
N 1.62 -0.71 -1.07 -0.229
P -0.50 2.69 -0.87 0.758
Se -2.59 2.43 -0.74 -0.475
C -0.05 3.56 -2.40 0.946
C 0.35 4.89 -2.53 -0.145
C 0.64 5.41 -3.78 -0.827
C 0.51 4.63 -4.91 -0.480
C 0.08 3.31 -4.80 -0.757
C -0.21 2.79 -3.55 -0.540
C 0.10 3.35 0.72 0.304
C 0.05 2.42 1.76 0.650
C 0.39 2.80 3.05 -0.249
C 0.78 4.11 3.31 -0.928
C 0.81 5.04 2.28 -0.776
C 0.45 4.67 0.99 -0.389
H 2.33 0.91 -3.59 0.199
H 3.29 0.09 -5.71 0.422
H 5.62 -0.76 -5.76 0.376
H 6.99 -0.73 -3.71 0.391
H 6.04 0.14 -1.60 0.574
H 4.85 -1.16 -0.20 0.598
H 5.77 -1.83 1.99 0.384
H 5.40 -0.43 3.98 0.421
H 4.10 1.69 3.78 0.455
H 3.29 2.42 1.56 0.159
H 0.46 5.52 -1.66 0.180
H 0.98 6.44 -3.86 0.408
H 0.75 5.04 -5.89 0.390
H -0.04 2.70 -5.69 0.422
H -0.56 1.76 -3.46 0.434
H -0.28 1.41 1.56 -0.272
H 0.35 2.07 3.85 0.299
H 1.06 4.40 4.31 0.416
H 1.11 6.06 2.48 0.423
H 0.46 5.41 0.21 0.219
C -5.14 0.40 -2.75 -0.985
Si -4.81 -0.86 -1.39 0.502
C -6.04 -0.52 0.01 -1.171
C -5.27 -2.56 -2.09 -1.004
H -6.21 0.46 -2.98 0.329
H -4.61 0.14 -3.68 0.275
H -4.80 1.39 -2.45 0.236
H -7.07 -0.60 -0.33 0.432
H -5.89 0.50 0.41 0.275
H -5.89 -1.23 0.83 0.266
H -6.34 -2.58 -2.32 0.337
H -5.07 -3.36 -1.36 0.208
H -4.72 -2.80 -3.00 0.290
C 1.23 -2.15 3.77 -1.019
C 1.37 -1.68 2.34 0.020
N 0.04 -1.42 1.82 0.670
C -0.97 -0.84 2.53 -0.846
N -2.01 -0.37 1.90 0.977
C -3.09 0.21 2.69 -0.950
C -3.24 -0.52 4.01 -0.689
C -1.93 -0.43 4.76 -0.629
N -0.82 -0.81 3.89 0.358
C 0.46 -1.09 4.53 -0.609
H 2.21 -2.31 4.22 0.446
H 0.68 -3.09 3.79 0.363
H 1.84 -2.44 1.71 0.407
H 1.99 -0.78 2.30 -0.116
H -0.05 -1.37 0.82 -0.258
H -4.01 0.17 2.11 0.066
H -2.88 1.27 2.88 0.214
H -3.48 -1.57 3.81 0.237
H -4.04 -0.09 4.61 0.411
H -1.93 -1.10 5.62 0.436
H -1.78 0.59 5.14 0.254
H 0.26 -1.42 5.55 0.528
H 1.06 -0.17 4.59 0.147
S -2.58 -3.58 0.93 -0.299
C -2.56 -4.92 -0.04 0.123
N -1.41 -5.22 -0.75 -0.015
C -1.27 -6.31 -1.52 -0.028
C -2.30 -7.18 -1.65 -0.691
C -3.49 -6.82 -0.98 0.099
N -3.63 -5.76 -0.22 -0.486
H -0.66 -4.54 -0.67 0.138
H -0.31 -6.45 -2.00 0.388
H -2.23 -8.08 -2.24 0.369
H -4.38 -7.44 -1.09 0.413
```

Output
lowest unoccupied orbital energy = -0.32 eV
electronic energy = -226697.777 eV
orbital gap = 6.82 eV
energy above the lowest of the compared OMol25 structures with the same formula, charge and spin = 0.0 kJ/mol
net charge = 0